Computed, not measured: C40H80MgO25S9 as an isolated structure in a non-equilibrium geometry, with ωB97M-V/def2-TZVPD.

Each line ends with the Löwdin charge.
Element x y z (Å)
Mg (3.46, 0.83, -0.35)  0.2934
C (0.28, -0.95, 1.60)  0.0091
C (-1.08, -0.57, 1.57)  -0.3560
C (-1.51, 0.53, 0.64)  -0.3645
O (-2.72, 0.81, 0.47)  -0.0024
C (-0.60, 1.23, -0.17)  -0.0242
C (0.77, 0.97, -0.08)  -0.2984
C (1.21, -0.31, 0.77)  -0.2918
O (2.46, -0.56, 0.74)  -0.0649
O (1.70, 1.59, -0.64)  -0.0696
O (-1.92, -1.30, 2.11)  0.0115
H (0.67, -1.79, 2.14)  0.0742
H (-0.89, 1.91, -0.96)  0.1044
C (-3.49, 3.65, 2.31)  -0.0220
C (-2.00, 3.79, 2.47)  -0.2640
C (-1.19, 4.17, 1.21)  -0.0547
O (-0.39, 5.28, 1.66)  0.0297
C (-0.90, 5.82, 2.79)  -0.5729
O (-0.56, 6.83, 3.31)  0.1617
O (-1.83, 4.98, 3.29)  0.0672
H (-4.09, 3.83, 3.20)  0.0905
H (-3.76, 2.65, 1.95)  0.0591
H (-3.90, 4.35, 1.58)  0.0887
H (-1.50, 2.96, 2.99)  0.1429
H (-1.81, 4.48, 0.37)  0.1355
H (-0.44, 3.41, 0.99)  0.0991
C (-1.46, -1.32, -2.21)  -0.0047
C (-2.26, -2.60, -2.05)  -0.2639
C (-2.89, -2.83, -0.65)  -0.0650
O (-4.25, -3.20, -0.92)  0.0467
C (-4.56, -2.87, -2.18)  -0.6011
O (-5.58, -3.09, -2.74)  0.1749
O (-3.49, -2.33, -2.79)  0.0721
H (-0.52, -1.53, -1.68)  0.0800
H (-2.00, -0.47, -1.81)  0.0712
H (-1.16, -1.19, -3.25)  0.0878
H (-1.78, -3.53, -2.36)  0.1430
H (-2.81, -1.89, -0.09)  0.1067
H (-2.50, -3.61, 0.00)  0.1150
C (-0.08, 2.20, -3.62)  -0.0219
C (-0.09, 2.50, -5.10)  -0.2973
C (-0.91, 3.70, -5.59)  -0.0552
O (0.07, 4.55, -6.21)  0.0805
C (1.31, 4.04, -6.04)  -0.5728
O (2.33, 4.58, -6.32)  0.1475
O (1.25, 2.80, -5.52)  0.0548
H (-1.08, 1.92, -3.28)  0.0759
H (0.20, 3.07, -3.02)  0.0944
H (0.67, 1.44, -3.39)  0.0802
H (-0.42, 1.58, -5.60)  0.1521
H (-1.46, 4.16, -4.77)  0.1381
H (-1.59, 3.38, -6.37)  0.1324
C (-4.88, 2.67, -1.11)  -0.0133
C (-4.55, 1.62, -2.13)  -0.3180
C (-5.72, 0.78, -2.69)  -0.0588
O (-5.32, 0.68, -4.08)  0.0761
C (-4.45, 1.66, -4.39)  -0.5905
O (-4.26, 2.00, -5.51)  0.1464
O (-3.95, 2.21, -3.29)  0.0794
H (-4.03, 3.18, -0.69)  0.0615
H (-5.50, 2.26, -0.32)  0.0865
H (-5.45, 3.45, -1.64)  0.0981
H (-3.90, 0.88, -1.68)  0.1193
H (-6.69, 1.26, -2.63)  0.1366
H (-5.78, -0.18, -2.20)  0.0994
C (6.86, -1.14, 1.51)  -0.2311
S (6.69, -0.13, 0.04)  0.9200
O (5.23, 0.10, -0.13)  -0.5485
C (7.31, 1.40, 0.71)  -0.2321
H (7.85, -1.02, 1.95)  0.0614
H (6.71, -2.19, 1.27)  0.0554
H (6.17, -0.81, 2.28)  0.0676
H (7.44, 2.18, -0.04)  0.0614
H (8.29, 1.31, 1.19)  0.0649
H (6.56, 1.83, 1.38)  0.0487
C (-2.36, -4.44, 2.73)  -0.2707
S (-1.43, -5.15, 4.12)  0.8246
O (-0.42, -6.06, 3.54)  -0.5537
C (-0.52, -3.65, 4.60)  -0.2435
H (-1.63, -4.04, 2.02)  0.0111
H (-2.96, -3.60, 3.08)  0.0433
H (-2.97, -5.19, 2.23)  0.0535
H (0.20, -3.94, 5.36)  0.0488
H (-1.23, -2.93, 5.02)  0.0473
H (-0.04, -3.23, 3.72)  0.0260
C (-5.46, -0.71, 0.97)  -0.2710
S (-7.26, -0.92, 0.80)  0.8556
O (-7.62, -0.38, -0.55)  -0.5593
C (-7.15, -2.71, 0.55)  -0.2491
H (-5.07, -1.21, 1.86)  0.0415
H (-5.05, 0.29, 1.06)  0.0284
H (-4.99, -1.17, 0.10)  0.0356
H (-6.62, -3.22, 1.35)  0.0594
H (-6.75, -2.89, -0.44)  0.0352
H (-8.16, -3.12, 0.59)  0.0501
C (5.13, -1.76, -2.95)  -0.2305
S (3.38, -1.62, -2.48)  0.9693
O (3.35, -0.21, -1.95)  -0.5658
C (2.72, -1.45, -4.17)  -0.2100
H (5.71, -2.20, -2.14)  0.0430
H (5.58, -0.86, -3.36)  0.0619
H (5.20, -2.54, -3.73)  0.0561
H (3.04, -0.57, -4.72)  0.0574
H (1.65, -1.60, -4.08)  0.0443
H (3.13, -2.30, -4.73)  0.0554
C (3.93, 4.46, -2.74)  -0.2139
S (4.92, 2.95, -2.56)  0.9337
O (4.33, 2.22, -1.40)  -0.5600
C (4.29, 2.20, -4.08)  -0.2325
H (2.89, 4.20, -2.58)  0.0678
H (4.07, 4.85, -3.75)  0.0595
H (4.28, 5.14, -1.97)  0.0455
H (3.22, 2.03, -3.95)  0.0498
H (4.70, 1.23, -4.34)  0.0394
H (4.43, 2.83, -4.95)  0.0651
C (1.28, -6.55, -0.92)  -0.2569
S (0.38, -5.62, 0.36)  0.8150
O (1.18, -5.75, 1.60)  -0.5378
C (0.70, -3.97, -0.29)  -0.2554
H (0.75, -6.47, -1.88)  0.0453
H (1.29, -7.60, -0.65)  0.0492
H (2.25, -6.09, -1.10)  0.0450
H (0.21, -3.80, -1.25)  0.0343
H (1.79, -3.83, -0.34)  0.0432
H (0.29, -3.29, 0.46)  0.0290
C (-2.60, 1.11, 5.71)  -0.2554
S (-4.41, 1.07, 5.51)  0.8231
O (-4.83, 0.09, 6.55)  -0.5574
C (-4.35, 0.28, 3.87)  -0.2746
H (-2.43, 1.45, 6.74)  0.0469
H (-2.08, 1.75, 5.01)  0.0328
H (-2.20, 0.09, 5.70)  0.0542
H (-3.54, 0.70, 3.29)  0.0289
H (-5.34, 0.43, 3.44)  0.0333
H (-4.20, -0.80, 3.90)  0.0576
C (2.84, 4.36, 1.06)  -0.2083
S (3.18, 2.93, 2.09)  0.9452
O (3.70, 1.85, 1.20)  -0.5396
C (4.55, 3.44, 3.13)  -0.2309
H (1.86, 4.26, 0.61)  0.0444
H (3.69, 4.57, 0.41)  0.0513
H (2.84, 5.27, 1.69)  0.0724
H (4.39, 4.24, 3.86)  0.0660
H (5.32, 3.79, 2.43)  0.0534
H (4.91, 2.57, 3.67)  0.0579
C (5.14, -4.91, 3.59)  -0.2737
S (3.52, -4.24, 4.00)  0.7940
O (2.51, -5.29, 3.77)  -0.5290
C (3.30, -3.04, 2.68)  -0.2423
H (5.08, -5.35, 2.59)  0.0546
H (5.44, -5.69, 4.29)  0.0479
H (5.89, -4.13, 3.73)  0.0384
H (3.24, -3.67, 1.78)  0.0500
H (4.12, -2.33, 2.61)  0.0358
H (2.33, -2.59, 2.86)  0.0198

The calculation puts the highest occupied orbital energy at -0.2785 Ha. For the total energy, the calculation gives -7236.8053 a.u. As for the net charge: 0. The value obtained for the energy above the lowest of the compared OMol25 structures with the same formula, charge and spin is 0.000 eV.

Computed, not measured: a 8-piece molecular cluster, C40H81Br2NO19Si overall in a non-equilibrium geometry, with ωB97M-V/def2-TZVPD.

Each line ends with the Löwdin charge.
Element x y z (Å)
C (0.88, -1.79, -3.13)  -0.0418
C (1.25, -2.46, -1.80)  -0.3900
O (0.79, -3.79, -1.77)  -0.0395
C (2.79, -2.35, -1.58)  -0.1111
O (3.04, -1.64, -0.36)  -0.1052
N (3.31, -2.58, 0.63)  -0.0673
C (4.71, -2.77, 0.84)  -0.6026
O (5.15, -3.82, 0.93)  0.1956
O (5.54, -1.68, 0.87)  -0.0348
C (6.05, -1.40, -0.47)  -0.1003
C (5.62, 0.03, -0.84)  -0.2383
O (5.70, 0.82, 0.33)  -0.2177
Si (5.31, 2.45, 0.10)  0.4478
C (6.81, 3.56, -0.12)  -0.1532
C (4.02, 2.70, -1.28)  -0.1547
C (4.46, 3.03, 1.69)  -0.1615
C (2.50, -2.32, 1.82)  -0.6764
Br (2.91, -3.55, 3.28)  0.7755
C (2.48, -0.86, 2.30)  -0.6935
C (1.22, -0.65, 3.19)  -0.1569
Br (4.03, -0.39, 3.43)  0.7297
H (-0.14, -2.07, -3.36)  0.0809
H (0.98, -0.71, -3.07)  0.0835
H (1.50, -2.19, -3.94)  0.0818
H (0.74, -1.92, -1.01)  0.1441
H (1.36, -4.37, -2.30)  0.1049
H (3.20, -3.36, -1.52)  0.1340
H (3.25, -1.85, -2.43)  0.1233
H (7.13, -1.54, -0.51)  0.1288
H (5.55, -2.11, -1.13)  0.1158
H (6.25, 0.42, -1.65)  0.1259
H (4.58, -0.02, -1.17)  0.0850
H (7.40, 3.52, 0.80)  -0.0018
H (7.42, 3.33, -1.00)  0.0297
H (6.44, 4.58, -0.21)  0.0384
H (4.50, 2.79, -2.26)  0.0275
H (3.43, 3.58, -1.03)  0.0310
H (3.34, 1.86, -1.23)  0.0209
H (4.47, 4.12, 1.65)  0.0314
H (3.45, 2.64, 1.76)  0.0197
H (5.07, 2.73, 2.55)  0.0216
H (1.48, -2.56, 1.55)  0.0992
H (2.38, -0.18, 1.47)  0.0929
H (0.42, -0.15, 2.64)  0.0741
H (0.83, -1.59, 3.57)  0.0528
H (1.44, -0.01, 4.03)  0.0455
O (0.60, 3.04, 3.49)  0.1005
C (-0.60, 3.11, 3.48)  -0.5315
O (-1.29, 2.50, 2.50)  -0.0099
C (-2.72, 2.35, 2.51)  -0.2313
C (-3.41, 3.57, 1.91)  -0.0600
C (-1.34, 3.94, 4.50)  0.0116
H (-3.08, 2.12, 3.51)  0.1122
H (-2.93, 1.48, 1.89)  0.1238
H (-3.21, 4.46, 2.50)  0.0675
H (-4.48, 3.41, 1.86)  0.0833
H (-3.03, 3.76, 0.91)  0.0805
H (-1.41, 4.97, 4.14)  0.0943
H (-0.78, 3.92, 5.43)  0.0897
H (-2.34, 3.57, 4.73)  0.0702
O (8.78, 4.14, 2.16)  0.0913
C (9.71, 3.45, 2.50)  -0.5099
O (10.78, 4.04, 3.07)  0.0023
C (11.84, 3.30, 3.70)  -0.2366
C (12.89, 2.89, 2.69)  -0.0658
C (9.73, 1.97, 2.23)  0.0211
H (11.45, 2.46, 4.27)  0.1130
H (12.28, 3.99, 4.42)  0.1220
H (12.49, 2.20, 1.95)  0.0670
H (13.73, 2.39, 3.20)  0.0810
H (13.28, 3.76, 2.16)  0.0833
H (10.13, 1.80, 1.23)  0.0976
H (8.71, 1.60, 2.26)  0.0910
H (10.29, 1.39, 2.96)  0.0717
O (-4.26, -5.79, 1.28)  0.0943
C (-3.20, -6.20, 0.87)  -0.5228
O (-2.65, -5.60, -0.20)  -0.0261
C (-1.31, -5.85, -0.66)  -0.2232
C (-1.27, -7.04, -1.60)  -0.0548
C (-2.53, -7.41, 1.47)  0.0196
H (-0.62, -5.97, 0.18)  0.1152
H (-1.00, -4.96, -1.19)  0.0923
H (-1.59, -7.96, -1.10)  0.0690
H (-0.27, -7.19, -1.99)  0.0838
H (-1.96, -6.88, -2.43)  0.0550
H (-2.92, -8.31, 0.98)  0.1007
H (-2.78, -7.45, 2.52)  0.0665
H (-1.45, -7.39, 1.39)  0.0750
O (-5.89, 3.92, -0.91)  0.0899
C (-5.31, 4.34, -1.87)  -0.5225
O (-4.24, 3.66, -2.34)  -0.0052
C (-3.59, 3.96, -3.57)  -0.2268
C (-2.53, 5.02, -3.40)  -0.0666
C (-5.70, 5.65, -2.52)  0.0068
H (-4.32, 4.22, -4.35)  0.1163
H (-3.12, 3.03, -3.89)  0.1204
H (-2.96, 5.97, -3.08)  0.0541
H (-2.00, 5.19, -4.33)  0.0836
H (-1.81, 4.72, -2.63)  0.0812
H (-5.18, 6.46, -2.02)  0.0968
H (-6.77, 5.78, -2.40)  0.0949
H (-5.50, 5.69, -3.58)  0.0420
O (-2.62, -5.27, -3.77)  0.0906
C (-3.82, -5.19, -3.75)  -0.5087
O (-4.53, -5.71, -4.77)  -0.0011
C (-5.95, -5.86, -4.76)  -0.2378
C (-6.64, -4.59, -5.23)  -0.0665
C (-4.55, -4.45, -2.65)  0.0288
H (-6.30, -6.18, -3.78)  0.1135
H (-6.17, -6.67, -5.45)  0.1211
H (-6.44, -3.75, -4.56)  0.0672
H (-7.72, -4.74, -5.28)  0.0806
H (-6.28, -4.31, -6.22)  0.0823
H (-4.62, -3.40, -2.92)  0.0987
H (-3.98, -4.55, -1.73)  0.0706
H (-5.55, -4.84, -2.44)  0.0775
O (-2.88, -9.69, 4.11)  0.1054
C (-3.26, -9.11, 5.09)  -0.5264
O (-3.91, -7.94, 4.94)  -0.0081
C (-4.59, -7.26, 6.00)  -0.2316
C (-3.65, -6.37, 6.78)  -0.0639
C (-2.96, -9.62, 6.48)  0.0119
H (-5.12, -7.97, 6.64)  0.1123
H (-5.35, -6.65, 5.52)  0.1249
H (-2.86, -6.94, 7.27)  0.0669
H (-4.19, -5.81, 7.54)  0.0811
H (-3.16, -5.66, 6.11)  0.0844
H (-1.99, -9.24, 6.79)  0.0955
H (-2.92, -10.71, 6.44)  0.0898
H (-3.71, -9.36, 7.22)  0.0701
O (-4.59, 7.26, -4.56)  0.0723
C (-5.00, 8.39, -4.61)  -0.5074
O (-6.19, 8.63, -5.17)  0.0085
C (-6.87, 9.89, -5.11)  -0.2307
C (-6.42, 10.81, -6.23)  -0.0632
C (-4.16, 9.56, -4.14)  0.0223
H (-6.75, 10.35, -4.13)  0.1136
H (-7.93, 9.67, -5.22)  0.1237
H (-5.36, 11.06, -6.15)  0.0678
H (-6.99, 11.74, -6.21)  0.0829
H (-6.57, 10.33, -7.20)  0.0848
H (-3.51, 9.89, -4.95)  0.0981
H (-3.54, 9.22, -3.31)  0.0914
H (-4.74, 10.40, -3.77)  0.0729

The calculation puts the highest occupied orbital energy at -0.3379 Ha. For the total energy, the calculation gives -8494.5248 a.u. As for the net charge: 0. The SMILES is C[C@@H](O)CON(C(=O)OCCO[Si](C)(C)C)[C@@H](Br)[C@@H](C)Br.CCOC(C)=O.CCOC(C)=O.CCOC(C)=O.CCOC(C)=O.CCOC(C)=O.CCOC(C)=O.CCOC(C)=O.

| no. | LUMO level (eV) |
| --- | --- |
| 1 | -0.76 |
| 2 | 0.43 |